Molecular formula: C5H8O
Method: DFT, wB97M-V/def2-TZVPD

Output
HOMO-LUMO gap = 8.6 eV
Spin multiplicity = 1
Calculated total energy = -270.3755 Eh
Lowest unoccupied orbital energy = -0.00070 hartree
Relative energy (zero: lowest compared OMol25 entry of this formula, charge and spin) = 114.4 kcal per mole

Each atom is followed by the atoms it is bonded to, with distances in Å.
Element x y z (Å)
1 O 1.30587 0.74630 -0.79990  C2 1.416, H7 0.967
2 C 0.63877 0.39514 0.39886  O1 1.416, C3 1.542, C6 1.507, H8 1.103
3 C -0.54209 1.38256 0.49398  C2 1.542, C4 1.468, H9 1.097, H10 1.115
4 C -1.67999 1.32553 -0.43159  C3 1.468, H11 1.113
5 C 0.00004 -1.76179 -0.69170  C6 1.330, H12 1.088, H13 1.086
6 C 0.18335 -1.04131 0.41135  C2 1.507, C5 1.330, H14 1.090
7 H 2.02493 0.11295 -0.92800  O1 0.967
8 H 1.29763 0.56510 1.26760  C2 1.103
9 H -0.17029 2.40443 0.63602  C3 1.097
10 H -1.14598 1.17238 1.40766  C3 1.115
11 H -1.71192 0.28516 -0.82569  C4 1.113
12 H 0.20228 -1.33588 -1.67194  C5 1.088
13 H -0.36618 -2.78332 -0.65729  C5 1.086
14 H -0.03641 -1.46724 1.39064  C6 1.090